No. 1
A cluster of 2 separate species, CN2O3S in total in a non-equilibrium geometry, computed with wB97M-V/def2-TZVPD.

Each line ends with the Mulliken charge.
CARTESIAN COORDINATES (ANGSTROEM)
C (1.27927, -0.45457, 0.22195)  0.572
N (1.52149, -1.49576, 0.68386)  -0.320
N (0.99856, 0.51755, -0.61064)  0.018
O (-1.99288, -0.41102, -1.12084)  -0.350
O (0.80148, 1.71375, -0.45759)  -0.245
O (-1.49449, -0.06492, 1.11058)  -0.387
S (-2.20592, 0.46515, -0.02078)  0.713

energy above the lowest of the compared OMol25 structures with the same formula, charge and spin: 0.656 eV
charge: 0
HOMO energy (alpha / beta): -0.38986 / -0.38995 hartree
M: 120.1 g/mol

---

No. 2
A structure of composition C26H33BrCaN3O9P, computed with wB97M-V/def2-TZVPD.

Each line ends with the Mulliken charge.
CARTESIAN COORDINATES (ANGSTROEM)
Ca (2.12396, -1.11872, -1.14081)  1.633
O (6.27798, -0.23950, -0.85378)  -0.722
C (5.10354, 0.02521, -0.59601)  0.054
O (4.18587, -0.78429, -0.22755)  -0.957
C (4.68757, 1.50002, -0.65036)  0.602
C (5.56252, 2.41084, -0.13418)  -0.401
C (5.24000, 3.77858, -0.07368)  -0.449
C (4.03725, 4.23620, -0.57359)  -0.223
C (3.17049, 3.33851, -1.15778)  -0.379
C (3.41328, 1.91283, -1.21334)  0.624
O (2.58739, 1.10404, -1.70017)  -1.027
N (1.95502, 3.90987, -1.72051)  1.060
O (1.44698, 3.38255, -2.68867)  -0.568
O (1.50867, 4.93140, -1.20017)  -0.646
N (6.16291, 4.71784, 0.49858)  1.019
O (7.21804, 4.29767, 0.95891)  -0.674
O (5.86441, 5.90962, 0.51502)  -0.683
H (6.51843, 2.06185, 0.22888)  0.512
H (3.78125, 5.28305, -0.53179)  0.590
C (-1.63030, -2.87112, 1.51324)  -1.803
C (-2.28712, -1.51890, 1.19411)  2.444
C (-3.31138, -1.17383, 2.27766)  -2.045
C (-3.03991, -1.75074, -0.12562)  -2.044
P (-0.85982, -0.27650, 0.85448)  0.448
N (0.25090, -0.93196, 0.04359)  -0.239
C (-1.62013, 1.22059, -0.05691)  2.463
C (-2.98253, 1.73316, 0.41731)  -1.980
C (-1.70665, 0.85295, -1.54818)  -1.948
C (-0.60931, 2.37647, -0.00050)  -2.192
C (-0.25864, 0.35560, 2.55970)  2.229
C (-1.16590, 1.32740, 3.31867)  -1.965
C (0.00321, -0.86095, 3.45990)  -2.067
C (1.11956, 1.00453, 2.35507)  -1.979
H (-2.38650, -3.66008, 1.41964)  0.535
H (-1.22337, -2.92181, 2.52078)  0.330
H (-0.82092, -3.06028, 0.80498)  0.195
H (-4.08653, -1.95051, 2.29622)  0.514
H (-3.80931, -0.22065, 2.09608)  0.268
H (-2.86963, -1.13795, 3.27345)  0.295
H (-3.69439, -2.62265, -0.01057)  0.743
H (-2.33903, -1.95745, -0.93628)  0.133
H (-3.66928, -0.90796, -0.40764)  0.201
H (-3.77965, 1.00884, 0.24787)  0.338
H (-3.23778, 2.63424, -0.15321)  0.479
H (-2.98991, 2.00371, 1.47373)  0.251
H (-2.47722, 0.11761, -1.76761)  0.453
H (-0.75122, 0.45952, -1.89488)  0.201
H (-1.93315, 1.76130, -2.11728)  0.550
H (-0.55810, 2.85598, 0.97632)  0.140
H (-0.90492, 3.14236, -0.72399)  0.746
H (0.38559, 2.02665, -0.28128)  0.172
H (-2.16450, 0.92288, 3.49096)  0.229
H (-1.26999, 2.28278, 2.80598)  0.291
H (-0.72124, 1.53461, 4.29999)  0.516
H (-0.91347, -1.32774, 3.81872)  0.294
H (0.56857, -0.53072, 4.33824)  0.648
H (0.59802, -1.60796, 2.93259)  0.329
H (1.07560, 1.96190, 1.84324)  0.308
H (1.76806, 0.34474, 1.77850)  0.307
H (1.57877, 1.17317, 3.33579)  0.542
Br (-5.07190, -5.07113, -3.16397)  -0.258
C (-3.28625, -4.41336, -3.00908)  0.189
C (-2.90991, -3.30853, -3.75332)  -0.534
C (-1.61271, -2.83210, -3.62548)  -0.107
C (-0.71075, -3.45414, -2.77224)  -0.029
C (-1.11732, -4.55660, -2.03310)  -0.103
C (-2.41007, -5.04801, -2.14631)  -0.536
C (0.67101, -2.86720, -2.56305)  0.797
O (1.41469, -3.42294, -1.71749)  -0.891
O (0.95834, -1.81916, -3.19315)  -0.877
H (-3.62087, -2.82156, -4.40691)  0.411
H (-1.28186, -1.95400, -4.16446)  0.444
H (-0.40653, -5.00166, -1.34946)  0.379
H (-2.73789, -5.89839, -1.56385)  0.417

energy above the lowest of the compared OMol25 structures with the same formula, charge and spin: 0.066 eV
charge: -2
HOMO energy: -0.08798 hartree
M: 682.5 g/mol

---

No. 3
A structure of composition C46H41CrN8O2P2S3 in a non-equilibrium geometry, computed with wB97M-V/def2-TZVPD.

Each line ends with the Mulliken charge.
CARTESIAN COORDINATES (ANGSTROEM)
Cr (-0.82291, 1.58622, 1.59017)  1.614
C (0.71520, -0.46544, -3.28459)  -3.078
N (0.19716, -1.70602, -2.81516)  0.980
C (-0.37437, -1.73295, -1.51088)  -1.836
P (0.70408, -1.10227, 0.01664)  1.515
C (2.38386, -1.10302, -0.68175)  0.026
C (2.95592, -2.26802, -1.25655)  -0.062
C (3.99266, -2.05799, -2.11365)  -0.751
C (4.48049, -0.76061, -2.44992)  -0.918
C (4.05142, 0.33794, -1.72666)  -0.394
C (3.00059, 0.10519, -0.86704)  -0.314
C (0.74883, -2.50717, 1.25291)  0.596
C (-0.46956, -3.16743, 1.63664)  -0.567
C (-0.41158, -3.97593, 2.75854)  -0.502
C (0.70037, -4.17066, 3.48420)  -0.630
C (1.87878, -3.62966, 3.02927)  -0.662
C (1.96829, -2.78045, 1.94814)  -0.864
C (0.58798, -2.87977, -3.51721)  1.331
C (1.35503, -2.73072, -4.70059)  0.103
C (1.78710, -3.87522, -5.37429)  -0.810
C (1.36955, -5.12385, -4.95702)  -0.670
C (0.61093, -5.20386, -3.76140)  -0.634
C (0.20840, -4.11918, -3.04637)  -0.484
P (-0.03788, 1.07361, -2.64124)  0.939
C (-1.27465, 1.11499, -3.94068)  0.777
C (-2.11287, 2.23563, -3.91475)  -0.484
C (-3.12882, 2.39288, -4.90536)  -0.640
C (-3.35785, 1.47520, -5.89904)  -0.615
C (-2.56409, 0.34007, -5.89443)  -0.641
C (-1.51815, 0.15390, -4.97212)  -0.642
C (1.21451, 2.14190, -3.41623)  0.352
C (1.89005, 3.02649, -2.59253)  0.004
C (3.01516, 3.76544, -3.02859)  -0.813
C (3.54751, 3.46640, -4.30404)  -0.317
C (2.84892, 2.61460, -5.17115)  -0.833
C (1.68973, 2.02425, -4.74479)  -0.094
H (0.54300, -0.43753, -4.35367)  1.058
H (1.85216, -0.36343, -3.29214)  0.360
H (-0.70390, -2.67882, -1.12275)  0.706
H (-1.28718, -1.13668, -1.56766)  0.430
H (2.55509, -3.28286, -0.98002)  0.380
H (4.45020, -2.87699, -2.64142)  0.378
H (5.29051, -0.63895, -3.10550)  0.521
H (4.37458, 1.34821, -1.89791)  0.544
H (2.54978, 0.95631, -0.36535)  0.180
H (-1.43595, -2.91397, 1.17303)  0.339
H (-1.36737, -4.41761, 3.04570)  0.339
H (0.74937, -4.75799, 4.39200)  0.419
H (2.78511, -3.87096, 3.55426)  0.381
H (2.91397, -2.47069, 1.59528)  0.458
H (1.64681, -1.69627, -5.08185)  0.180
H (2.42483, -3.81369, -6.26812)  0.346
H (1.74416, -6.03028, -5.44464)  0.348
H (0.40815, -6.24913, -3.41743)  0.302
H (-0.30830, -4.22596, -2.04550)  0.221
H (-2.06386, 3.02243, -3.13713)  0.532
H (-3.69428, 3.33971, -4.93002)  0.331
H (-4.18456, 1.51329, -6.64385)  0.309
H (-2.72947, -0.42474, -6.65169)  0.393
H (-0.94568, -0.73690, -5.05501)  0.571
H (1.53900, 3.09451, -1.53382)  0.165
H (3.50790, 4.52530, -2.41820)  0.384
H (4.48220, 3.96394, -4.59853)  0.352
H (3.26987, 2.55945, -6.19946)  0.362
H (1.08189, 1.35409, -5.45147)  0.227
S (-2.80128, 0.22962, 1.24459)  -0.616
C (-3.61679, 1.38826, 0.25871)  0.967
C (-4.92755, 1.00753, -0.17175)  -0.314
N (-6.00369, 0.67140, -0.36772)  -0.591
C (-3.05793, 2.55055, -0.26473)  0.325
S (-1.47188, 3.16121, 0.07425)  -0.711
C (-3.84173, 3.30206, -1.16728)  -0.256
N (-4.54845, 3.84465, -1.92914)  -0.615
O (0.95965, 2.44526, 2.10402)  -0.250
N (1.63410, 2.02935, 3.02191)  -0.744
N (1.05580, 1.03051, 3.67458)  1.267
O (-0.07808, 0.48297, 3.21909)  -0.711
C (1.65766, 0.52239, 4.88815)  -0.131
C (1.14017, -0.67801, 5.34613)  -0.075
C (1.57525, -1.14153, 6.57024)  -0.552
C (2.43903, -0.40327, 7.32120)  -0.448
C (3.00337, 0.75702, 6.83328)  -0.460
C (2.68413, 1.19585, 5.53981)  -0.491
H (0.30611, -1.15045, 4.87522)  0.547
H (1.29628, -2.12343, 7.02533)  0.291
H (2.71071, -0.75462, 8.28706)  0.414
H (3.63077, 1.39770, 7.47559)  0.325
H (3.10734, 2.07816, 5.04362)  0.419
C (-5.58745, 0.39453, 4.48087)  -1.140
C (-5.14094, 1.06321, 5.82698)  0.053
C (-4.05647, 2.09994, 5.64307)  0.041
N (-3.62321, 2.76979, 6.68092)  -0.399
N (-2.58056, 3.63101, 6.41118)  -0.595
C (-2.29693, 3.59833, 5.16404)  0.327
N (-1.59915, 4.58530, 4.53373)  -0.470
S (-3.22230, 2.53024, 4.16398)  0.204
H (-6.38450, -0.34853, 4.56415)  0.380
H (-4.76606, 0.02922, 3.88944)  0.233
H (-6.03265, 1.21317, 3.89219)  0.309
H (-4.83438, 0.28945, 6.54457)  0.215
H (-5.91398, 1.58897, 6.36943)  0.252
H (-1.21274, 5.25701, 5.22970)  0.254
H (-0.87954, 4.30693, 3.91797)  0.250

charge: -1
HOMO energy (alpha / beta): -0.16286 / -0.17532 hartree
M: 948.0 g/mol
2S+1: 5

---

- The highest charge belongs to which entry?
  CN2O3S